121
Properties=species:S:1:pos:R:3:forces:R:3 method="wB97M-V/def2-TZVPD" de_lowest_kcal_mol=0.00 homo_ev=-12.655 charge=+2 spin_multiplicity=1 energy_ev=-108308.1355 orbital_gap_ev=6.7
Hf 0.283894 0.275133 0.235273 0.1 -0.5 0.1
O -0.948410 -0.628523 -1.096201 -0.2 -0.1 0.0
H 4.099366 -0.087705 0.613023 0.0 0.0 0.0
H -0.655054 -4.513896 -0.792357 0.0 0.0 0.0
H 6.140488 3.021491 -1.515027 0.0 0.0 0.0
C 0.578309 0.093308 -4.508300 0.1 -0.1 0.1
H 5.206441 -0.114783 -0.745215 0.0 0.0 0.0
H 5.642375 0.779905 0.703256 0.0 0.0 0.0
Si 2.184925 0.082179 -3.521939 0.0 0.1 -0.1
H 0.596786 -5.565867 1.128083 0.0 0.0 0.0
H 1.111756 -2.228350 -0.461568 0.0 0.0 0.0
H -4.168989 -2.946739 -5.625541 0.0 0.0 0.0
C 3.755804 3.490129 0.460348 0.0 -0.1 0.0
H -0.471920 -5.048551 2.431611 0.0 0.0 0.0
C -0.833056 3.031673 -3.099881 0.1 0.0 0.0
C 0.395305 1.766347 3.811622 0.1 0.1 0.1
H 2.118727 -2.770985 0.917149 0.0 0.0 0.0
H -2.827746 -2.625855 1.753113 0.0 0.0 0.0
H -6.971959 0.407338 -0.963909 0.0 0.0 0.0
C 5.229895 2.693038 -2.023766 -0.1 -0.1 0.0
H 4.615766 3.637682 1.117778 0.0 0.0 0.0
C 0.322765 4.478323 -0.664916 0.1 0.0 0.0
C -1.995991 -2.101906 -3.182590 0.0 0.0 0.0
Si 4.027931 2.052677 -0.731945 0.0 0.1 -0.1
H 3.687264 -1.707086 -2.671515 0.0 0.0 0.0
N 0.384874 -3.030593 4.248452 0.0 0.0 0.1
H 2.017138 -2.117973 -2.302887 0.0 0.0 -0.1
H 0.469071 1.040745 -5.035548 0.0 0.0 0.0
C -4.522854 -1.379435 -4.214307 0.1 0.0 0.0
C -2.908049 0.711693 -0.942573 -0.1 0.0 0.0
H 3.290566 2.191420 2.667943 0.0 0.0 0.0
H 5.521709 1.937168 -2.750883 0.0 0.0 0.0
H -1.011932 -2.361903 -2.823033 0.0 0.0 0.0
C 0.372789 -4.745860 1.814030 -0.1 0.0 0.0
H 2.189419 3.893565 -4.167988 0.0 0.0 0.0
C 4.807929 0.521774 0.047544 0.0 0.0 0.0
H -7.997424 1.236488 -2.131290 0.0 0.0 0.0
H 3.779619 -1.454308 6.840638 0.0 0.0 0.0
C 1.315291 -3.059527 0.233869 0.0 0.1 -0.1
C 2.667319 -1.677727 -3.058931 -0.1 0.0 0.0
C -6.102341 0.700744 -2.927584 0.0 0.0 0.0
H -6.705910 2.119683 -1.359063 0.0 0.0 0.0
H -2.558548 -1.458142 3.057562 0.0 0.0 0.0
H -2.087383 -3.158824 3.283087 0.0 0.0 0.0
H -0.232106 3.815741 3.679462 0.0 0.0 0.0
C -1.061102 -3.862744 -0.015876 0.0 0.0 0.0
C -5.840533 -0.955460 -4.783078 0.0 0.0 -0.1
H -6.976450 -1.261470 -2.968001 0.0 0.0 0.0
N -4.716198 0.306355 -2.461023 0.0 0.0 0.1
H -1.649924 1.908370 4.442420 0.0 0.0 0.0
H 3.850685 0.516814 2.523716 -0.1 0.0 0.0
Si 1.904811 1.433446 -1.571721 0.2 -0.1 -0.1
C 3.039287 -2.225419 6.679004 0.0 0.0 0.0
O -1.162517 1.505552 0.483886 -0.3 0.3 0.0
C 1.192627 -3.108486 5.329498 0.0 0.0 0.0
H -1.353403 2.167847 -2.683642 0.0 0.0 0.0
H 3.554004 0.184538 -5.566795 0.0 0.0 0.0
H -1.012829 0.269674 4.534197 0.0 0.0 0.0
H -4.761561 1.749178 -0.997167 0.0 0.0 0.0
H 1.217929 4.860222 -0.172238 0.0 0.0 0.0
C 1.442835 -0.961689 3.733764 0.0 0.1 0.0
O -3.217862 2.310307 0.780555 0.0 0.0 -0.1
H -6.295944 -1.780046 -5.329055 0.0 0.0 0.0
C 0.053853 -3.505750 0.976295 0.0 -0.1 0.0
H 4.833427 3.548841 -2.569704 0.0 0.0 0.0
C 1.883717 4.450235 -3.281560 -0.1 0.0 0.1
H -0.622673 2.810870 -4.146136 0.0 0.0 0.0
H 0.322212 -4.951470 6.019093 0.0 0.0 0.0
C -2.158347 -2.342086 2.563634 0.0 0.0 -0.1
H -5.940478 1.531302 -3.619668 0.0 0.0 0.0
C -2.725566 -1.058658 -2.585756 0.1 0.0 0.0
H 3.371039 1.135703 4.104953 0.0 0.0 0.0
C 1.078378 -4.204681 6.218465 0.0 0.0 0.0
C 1.923207 -4.288545 7.284575 0.0 0.0 0.0
H -0.265157 5.340991 -0.988057 0.0 0.0 0.0
C -6.975691 1.147329 -1.765254 0.0 0.0 0.0
H -0.106259 3.048520 2.106580 0.0 0.0 0.0
Si 0.762564 3.439097 -2.167990 -0.1 0.0 -0.1
P 1.450679 0.615280 2.791404 0.2 0.0 0.1
H -1.858918 -4.410953 0.485043 0.0 0.0 0.0
H 3.641585 4.403399 -0.127241 0.0 0.0 0.0
H 1.697817 -3.860313 -0.402770 0.0 0.0 0.1
C 3.531974 0.758301 -4.637129 -0.1 0.0 0.1
H 2.632826 -2.325323 -3.937810 0.0 0.0 0.0
H -7.688567 -0.101664 -4.077742 0.0 0.0 0.0
H 1.848671 -5.121636 7.969686 0.0 0.0 0.0
H -1.472395 0.981423 2.963784 0.0 0.0 0.0
H -0.270720 3.943152 0.075351 0.0 0.0 0.0
C -2.475245 1.592454 0.181921 0.0 0.0 0.0
H 4.519102 0.677949 -4.183729 0.0 0.0 0.0
C 2.171613 -2.107014 5.568004 0.0 0.0 0.0
C 0.984187 1.955514 5.213143 0.0 0.0 0.0
H 3.566000 -3.396007 8.367785 0.0 0.0 0.0
H -0.300435 -0.037751 -3.876886 -0.1 0.0 0.0
H 1.160815 1.010472 5.726245 0.0 0.0 0.0
H 1.233392 -4.602766 2.462096 0.0 0.0 0.0
C 0.525171 -2.002536 3.446562 0.0 0.0 0.0
C -6.742274 -0.457959 -3.671811 0.0 0.1 0.0
C 0.360753 3.115563 3.088028 0.0 0.0 0.0
H 1.915412 2.519637 5.191687 0.0 0.0 0.0
P -0.492350 -2.005418 1.922961 0.3 0.2 -0.1
C 3.157324 1.178557 3.039480 0.0 0.0 0.0
C 2.911220 -3.295026 7.513044 0.0 0.0 0.0
H -1.515568 3.884519 -3.072268 0.0 0.0 0.0
H 3.362330 1.803571 -4.897644 0.0 0.0 0.0
C -3.795017 -2.403988 -4.767142 0.0 0.1 0.0
C -3.996400 -0.711154 -3.085415 0.0 0.0 0.0
C -2.152755 -0.316388 -1.499999 0.0 0.0 -0.1
H 1.372161 5.355725 -3.615566 0.0 0.0 0.0
H -5.672997 -0.151805 -5.507605 0.0 0.0 0.0
H 0.271858 2.529525 5.808374 0.0 0.0 0.0
H 2.785019 4.762143 -2.752768 0.0 0.0 0.0
N 2.253814 -1.025143 4.761312 0.0 -0.1 0.0
F -1.883978 -3.752501 -4.819720 0.0 0.0 0.0
H -1.495458 -2.991102 -0.504740 0.0 0.1 0.0
H 0.586045 -0.701525 -5.258212 0.0 0.0 0.0
H 2.853760 3.400498 1.068384 0.0 0.0 0.0
H 1.357057 3.547059 2.977984 0.0 0.0 0.0
C -2.548777 -2.754979 -4.242292 0.0 0.0 0.0
C -1.012199 1.182909 3.934512 0.0 -0.1 0.0
C -4.178459 0.962914 -1.451300 0.0 0.0 0.0